--- a ---
An isolated molecule of C4H10N2O. Source: the Open Molecules 2025 dataset; level of theory: ωB97M-V with the def2-TZVPD basis set.

Structure (XYZ):
```
17
Properties=species:S:1:pos:R:3:lowdin_charge:R:1
N 0.038 0.148 -1.357 0.029
C -0.792 -0.253 -0.214 -0.366
C -2.210 0.229 -0.337 -0.082
C -0.175 0.448 1.066 -0.396
N 1.229 0.092 1.417 -0.028
C 2.258 -0.376 0.422 -0.135
O -0.713 1.352 1.607 0.127
H -0.043 -0.341 -2.241 0.079
H -0.004 1.117 -1.657 0.088
H -0.757 -1.336 -0.094 0.138
H -2.222 1.278 -0.598 0.077
H -2.728 0.162 0.625 0.084
H -2.647 -0.371 -1.144 0.083
H 1.088 -0.832 1.833 0.096
H 2.087 -1.402 0.087 0.071
H 2.358 0.397 -0.342 0.064
H 3.233 -0.313 0.927 0.071
```

Calculated values
LUMO energy = 0.03021 Ha
HOMO energy = -8.896 eV
net charge = 0
2S+1 = 1
HOMO-LUMO gap = 9.72 eV
SMILES string = CNC(=O)[C@@H](C)N

***

--- b ---
An isolated molecule of C4H10N2O. Source: the Open Molecules 2025 dataset; level of theory: ωB97M-V with the def2-TZVPD basis set.

Structure (XYZ):
```
17
Properties=species:S:1:pos:R:3:lowdin_charge:R:1
O -1.175 -0.544 -2.452 0.066
C -0.860 0.318 -1.680 -0.260
C -0.526 0.118 -0.226 -0.402
C 1.013 -0.021 -0.167 -0.162
C 1.520 -0.123 1.267 -0.278
N 0.745 -1.087 2.066 0.001
N -0.978 1.176 0.655 0.054
H -0.791 1.376 -2.035 0.128
H -0.943 -0.836 0.085 0.138
H 1.303 -0.905 -0.741 0.120
H 1.413 0.870 -0.666 0.114
H 2.557 -0.444 1.236 0.102
H 1.491 0.842 1.768 0.099
H 0.234 -0.651 2.814 0.061
H 1.283 -1.871 2.401 0.060
H -1.988 1.133 0.764 0.082
H -0.773 2.093 0.270 0.077
```

Calculated values
LUMO energy = 0.03510 Ha
HOMO energy = -9.103 eV
net charge = 0
2S+1 = 1
HOMO-LUMO gap = 10.06 eV
SMILES string = NCC[C@@H](N)C=O

***

Of them, the most stable is b and the least stable is a.

***

--- a ---
A cluster of 2 separate species, C4H10N2O in total. Source: the Open Molecules 2025 dataset; level of theory: ωB97M-V with the def2-TZVPD basis set.

Structure (XYZ):
```
17
Properties=species:S:1:pos:R:3:lowdin_charge:R:1
C -1.001 0.502 0.239 -0.459
N -0.705 0.315 -1.123 0.083
N -1.248 1.983 2.147 0.023
C -0.830 1.684 0.839 -0.177
O -1.440 -0.599 0.959 0.022
H -1.863 -1.225 0.362 0.097
H -1.241 0.908 -1.749 0.090
H -0.746 -0.653 -1.415 0.063
H -0.549 2.507 2.665 0.073
H -1.499 1.137 2.642 0.067
H -0.434 2.508 0.274 0.105
C 1.459 -1.785 -0.598 -0.104
C 2.389 -1.233 -1.351 -0.069
H 2.616 -1.592 -2.340 0.043
H 0.895 -2.645 -0.931 0.049
H 1.239 -1.429 0.393 0.046
H 2.957 -0.382 -1.014 0.048
```

Calculated values
LUMO energy = 0.02829 Ha
HOMO energy = -7.104 eV
net charge = 0
2S+1 = 1
HOMO-LUMO gap = 7.87 eV
SMILES string = N/C=C(/N)O.C=C

***

--- b ---
An isolated molecule of C4H10N2O. Source: the Open Molecules 2025 dataset; level of theory: ωB97M-V with the def2-TZVPD basis set.

Structure (XYZ):
```
17
Properties=species:S:1:pos:R:3:lowdin_charge:R:1
C 0.087 0.930 1.434 0.111
C -1.955 -0.772 -0.569 -0.120
C 1.049 -1.093 0.176 -0.020
N -1.032 0.321 -0.308 -0.034
C 0.435 0.292 0.175 -0.675
O 2.211 1.005 -1.074 -0.081
N 1.153 1.441 -0.194 0.033
H 2.477 1.834 -1.491 0.080
H -1.259 1.250 -0.648 0.106
H -0.290 1.937 1.533 0.066
H 0.070 0.341 2.341 0.069
H -2.963 -0.509 -0.241 0.074
H -1.667 -1.685 -0.048 0.068
H -1.976 -0.999 -1.641 0.071
H 0.447 -1.792 0.761 0.077
H 1.179 -1.442 -0.848 0.086
H 2.034 -1.058 0.643 0.087
```

Calculated values
LUMO energy (alpha / beta) = 0.02912 / 0.01363 Ha
HOMO energy (alpha / beta) = -8.123 / -7.093 eV
net charge = 0
2S+1 = 1
HOMO-LUMO gap (alpha / beta) = 8.91 / 7.46 eV

***

--- c ---
An isolated molecule of C4H10N2O. Source: the Open Molecules 2025 dataset; level of theory: ωB97M-V with the def2-TZVPD basis set.

Structure (XYZ):
```
17
Properties=species:S:1:pos:R:3:lowdin_charge:R:1
O 1.646 -0.638 1.289 0.059
C 0.753 -0.386 0.496 -0.500
N 0.021 0.767 0.587 0.037
C -0.232 1.351 -0.752 -0.258
N -0.872 2.722 -0.735 -0.030
C 0.117 -1.524 -0.433 -0.204
C -1.041 -2.405 -0.054 -0.125
H 0.428 1.462 1.209 0.133
H -0.843 0.673 -1.325 0.076
H 0.871 1.352 -1.265 0.165
H -1.755 2.894 -0.175 0.085
H -0.698 3.551 -1.335 0.069
H 0.033 -1.154 -1.532 0.116
H 1.048 -2.217 -0.449 0.126
H -0.825 -3.575 -0.292 0.123
H -1.906 -2.238 -0.678 0.052
H -1.155 -2.285 1.026 0.075
```

Calculated values
LUMO energy = 0.03360 Ha
HOMO energy = -9.296 eV
net charge = 0
2S+1 = 1
HOMO-LUMO gap = 10.21 eV
SMILES string = CCC(=O)NCN

***

--- d ---
An isolated molecule of C4H10N2O. Source: the Open Molecules 2025 dataset; level of theory: ωB97M-V with the def2-TZVPD basis set.

Structure (XYZ):
```
17
Properties=species:S:1:pos:R:3:lowdin_charge:R:1
C -0.334 1.452 -1.670 -0.072
C 0.027 -2.271 0.959 -0.106
N 0.324 1.303 -0.386 -0.168
C -0.121 0.162 0.333 -0.417
N -1.192 0.480 1.163 0.116
C 0.403 -1.059 0.164 -0.116
O 1.786 1.156 -0.630 -0.057
H 2.213 1.937 -0.238 0.096
H -1.317 -0.155 1.940 0.077
H -1.191 1.448 1.453 0.089
H 1.130 -1.194 -0.616 0.096
H 0.068 2.339 -2.156 0.082
H -0.183 0.581 -2.313 0.088
H -1.398 1.586 -1.485 0.088
H -0.814 -2.789 0.493 0.074
H 0.869 -2.964 1.017 0.069
H -0.269 -2.012 1.974 0.059
```

Calculated values
LUMO energy = 0.03763 Ha
HOMO energy = -7.850 eV
net charge = 0
2S+1 = 1
HOMO-LUMO gap = 8.87 eV
SMILES string = C/C=C(\N)N(C)O

***

Of them, the most stable is c and the least stable is b.

***

--- a ---
An isolated molecule of C4H10N2O. Source: the Open Molecules 2025 dataset; level of theory: ωB97M-V with the def2-TZVPD basis set.

Structure (XYZ):
```
17
Properties=species:S:1:pos:R:3:lowdin_charge:R:1
C 0.648 -0.102 -0.048 -0.184
N 0.288 0.719 1.102 0.021
C -0.167 0.030 2.215 -0.353
O 0.225 -1.068 2.544 0.019
C 0.010 0.408 -1.331 -0.440
C -1.498 0.239 -1.406 -0.070
N 0.542 -0.324 -2.516 0.017
H 1.746 -0.170 -0.088 0.124
H 0.293 -1.127 0.123 0.125
H 0.194 1.716 1.074 0.128
H -0.801 0.573 2.928 0.123
H 0.331 1.440 -1.548 0.138
H -1.976 0.621 -0.500 0.067
H -1.836 -0.781 -1.570 0.082
H -1.840 0.967 -2.140 0.076
H 1.458 0.001 -2.799 0.062
H 0.628 -1.322 -2.378 0.066
```

Calculated values
LUMO energy = 0.03281 Ha
HOMO energy = -9.352 eV
net charge = 0
2S+1 = 1
HOMO-LUMO gap = 10.24 eV
SMILES string = C[C@H](N)CNC=O

***

--- b ---
An isolated molecule of C4H10N2O. Source: the Open Molecules 2025 dataset; level of theory: ωB97M-V with the def2-TZVPD basis set.

Structure (XYZ):
```
17
Properties=species:S:1:pos:R:3:lowdin_charge:R:1
O -1.263 0.496 2.042 0.055
C -0.881 -0.052 1.036 -0.237
C -0.532 0.787 -0.179 -0.337
C -1.638 0.703 -1.241 -0.064
N 0.749 0.503 -0.919 -0.040
C 1.816 -0.399 -0.425 -0.274
N 1.410 -1.710 0.121 -0.001
H -0.800 -1.132 0.866 0.105
H -0.373 1.842 0.066 0.134
H -2.635 1.003 -0.891 0.085
H -1.428 1.436 -2.016 0.078
H -1.759 -0.286 -1.677 0.080
H 0.553 0.240 -1.869 0.074
H 2.342 0.172 0.331 0.108
H 2.364 -0.609 -1.339 0.105
H 1.603 -2.429 -0.562 0.060
H 2.023 -1.924 0.907 0.071
```

Calculated values
LUMO energy = 0.03208 Ha
HOMO energy = -8.916 eV
net charge = 0
2S+1 = 1
HOMO-LUMO gap = 9.79 eV
SMILES string = C[C@@H](C=O)NCN

***

Of them, the most stable is a and the least stable is b.

***

--- a ---
An isolated molecule of C4H10N2O. Source: the Open Molecules 2025 dataset; level of theory: ωB97M-V with the def2-TZVPD basis set.

Structure (XYZ):
```
17
Properties=species:S:1:pos:R:3:lowdin_charge:R:1
C 0.252 -1.061 1.635 -0.378
N 0.193 -1.342 0.307 0.038
C -1.640 0.187 -0.331 -0.047
C -0.217 -0.326 -0.718 -0.327
C 0.861 0.731 -0.742 -0.266
N 0.722 1.563 -1.918 0.002
O -0.025 -0.003 2.147 0.022
H 0.525 -1.971 2.210 0.130
H 0.055 -2.310 0.082 0.123
H -2.094 0.540 -1.245 0.063
H -1.671 0.990 0.404 0.077
H -2.124 -0.717 0.030 0.077
H -0.269 -0.758 -1.718 0.136
H 0.968 1.251 0.214 0.109
H 1.849 0.267 -0.892 0.123
H 1.505 1.823 -2.478 0.056
H -0.068 2.178 -1.994 0.063
```

Calculated values
LUMO energy = 0.03407 Ha
HOMO energy = -8.863 eV
net charge = 0
2S+1 = 1
HOMO-LUMO gap = 9.79 eV
SMILES string = C[C@@H](CN)NC=O

***

--- b ---
An isolated molecule of C4H10N2O. Source: the Open Molecules 2025 dataset; level of theory: ωB97M-V with the def2-TZVPD basis set.

Structure (XYZ):
```
17
Properties=species:S:1:pos:R:3:lowdin_charge:R:1
N -1.145 -1.404 0.996 -0.012
C -0.112 -0.674 1.583 -0.241
C 0.167 0.477 0.545 -0.337
N 0.277 0.100 -0.806 -0.205
C 0.015 1.175 -1.725 -0.087
C 0.854 -1.070 -1.229 -0.103
O 0.049 1.710 0.927 -0.028
H -2.095 -0.950 0.992 0.120
H -1.216 -2.281 1.547 0.092
H 0.843 -1.128 1.782 0.110
H -0.402 -0.192 2.513 0.109
H 0.917 1.905 -2.021 0.126
H -0.162 0.767 -2.752 0.085
H -0.807 1.888 -1.530 0.089
H 0.112 -1.550 -1.864 0.095
H 1.340 -1.687 -0.497 0.092
H 1.618 -0.772 -1.961 0.095
```

Calculated values
LUMO energy = 0.03262 Ha
HOMO energy = -8.801 eV
net charge = 0
2S+1 = 1
HOMO-LUMO gap = 9.69 eV
SMILES string = CN(C)C(=O)CN

***

--- c ---
An isolated molecule of C4H10N2O. Source: the Open Molecules 2025 dataset; level of theory: ωB97M-V with the def2-TZVPD basis set.

Structure (XYZ):
```
17
Properties=species:S:1:pos:R:3:lowdin_charge:R:1
O 0.952 2.437 -0.338 0.078
C 1.236 1.272 -0.345 -0.233
C 0.330 0.103 -0.694 -0.391
C -0.329 0.169 -2.086 -0.036
N -0.617 -0.120 0.402 -0.016
C -0.852 -1.514 0.711 -0.321
N -0.532 -1.856 2.122 0.017
H 2.240 0.942 -0.019 0.122
H 0.995 -0.768 -0.793 0.123
H 0.438 0.281 -2.834 0.077
H -1.081 -0.610 -1.997 0.080
H -0.839 1.127 -2.192 0.077
H -0.401 0.447 1.210 0.102
H -0.422 -2.210 -0.020 0.105
H -1.919 -1.750 0.553 0.104
H 0.018 -1.064 2.391 0.052
H -1.293 -2.380 2.505 0.061
```

Calculated values
LUMO energy = 0.03423 Ha
HOMO energy = -8.761 eV
net charge = 0
2S+1 = 1
HOMO-LUMO gap = 9.69 eV
SMILES string = C[C@@H](C=O)NCN

***

--- d ---
A structure of composition C4H10N2O. Source: the Open Molecules 2025 dataset; level of theory: ωB97M-V with the def2-TZVPD basis set.

Structure (XYZ):
```
17
Properties=species:S:1:pos:R:3:lowdin_charge:R:1
C 1.736 0.352 -1.030 -0.040
C 0.951 1.019 0.081 -0.429
N 0.964 -0.166 1.687 -0.033
N 1.229 0.258 2.767 0.007
O 0.875 2.209 0.226 0.061
H 0.714 -0.194 3.563 0.079
H 1.843 -0.715 -0.844 0.071
H 2.715 0.815 -1.147 0.086
H 1.177 0.468 -1.962 0.079
C -1.519 -0.440 0.353 -0.111
C -1.620 -0.715 -1.129 -0.181
H -1.373 0.193 -1.682 0.065
H -0.963 -1.538 -1.415 0.070
H -2.090 0.412 0.717 0.066
H -1.651 -1.330 0.957 0.060
H -0.366 0.395 0.308 0.083
H -2.621 -1.023 -1.451 0.067
```

Calculated values
LUMO energy (alpha / beta) = -0.01126 / -0.01220 Ha
HOMO energy (alpha / beta) = -7.744 / -7.230 eV
net charge = 0
2S+1 = 1
HOMO-LUMO gap (alpha / beta) = 7.44 / 6.90 eV

***

Of them, the most stable is a and the least stable is d.

***

--- a ---
An isolated molecule of C5H8O2. Source: the Open Molecules 2025 dataset; level of theory: ωB97M-V with the def2-TZVPD basis set.

Structure (XYZ):
```
15
Properties=species:S:1:pos:R:3:lowdin_charge:R:1
C -0.516 0.565 1.573 -0.034
C -0.192 0.676 -0.968 -0.382
C 0.109 0.069 0.296 -0.220
C 0.784 -1.120 0.197 -0.142
C 0.039 -0.024 -2.110 0.054
O -0.523 2.011 -1.051 0.045
O 0.881 -1.995 1.245 -0.019
H -0.428 2.423 -0.181 0.091
H 0.356 -2.788 1.048 0.113
H 1.551 -1.357 -0.529 0.122
H -0.239 -0.020 2.455 0.081
H -0.209 1.595 1.782 0.078
H -1.610 0.549 1.515 0.092
H 0.119 0.504 -3.058 0.062
H -0.122 -1.089 -2.215 0.058
```

Calculated values
LUMO energy = 0.02363 Ha
HOMO energy = -8.178 eV
net charge = 0
2S+1 = 1
HOMO-LUMO gap = 8.82 eV
SMILES string = C=C(O)/C(C)=C/O

***

--- b ---
An isolated molecule of C5H8O2. Source: the Open Molecules 2025 dataset; level of theory: ωB97M-V with the def2-TZVPD basis set.

Structure (XYZ):
```
15
Properties=species:S:1:pos:R:3:lowdin_charge:R:1
O -2.519 -0.070 0.894 0.017
C -1.508 -0.751 0.411 -0.127
C -0.810 -0.097 -0.779 -0.132
C 0.617 0.118 -0.274 -0.511
C 1.790 -0.563 -0.826 -0.075
O 1.539 0.816 -1.090 -0.009
C 0.437 0.420 1.195 -0.016
H -2.746 0.732 0.376 0.114
H -0.274 -0.428 1.477 0.061
H -1.226 0.887 -1.073 0.124
H -0.883 -0.780 -1.631 0.121
H 2.650 -0.764 -0.185 0.117
H 1.683 -1.234 -1.680 0.117
H -0.048 1.399 1.341 0.106
H 1.301 0.314 1.845 0.093
```

Calculated values
LUMO energy = 0.02833 Ha
HOMO energy = -8.540 eV
net charge = 0
2S+1 = 1
HOMO-LUMO gap = 9.31 eV

***

--- c ---
An isolated molecule of C5H8O2. Source: the Open Molecules 2025 dataset; level of theory: ωB97M-V with the def2-TZVPD basis set.

Structure (XYZ):
```
15
Properties=species:S:1:pos:R:3:lowdin_charge:R:1
C -0.861 -1.130 -0.907 -0.012
C -0.470 0.069 -0.069 -0.494
O -1.583 0.888 0.238 0.001
C 0.270 -0.154 1.288 -0.028
C 1.424 0.688 0.761 -0.211
O 1.913 -0.065 -0.344 -0.011
C 0.814 0.826 -0.561 -0.148
H 0.029 -1.725 -1.125 0.087
H -1.597 -1.758 -0.393 0.090
H -1.300 -0.805 -1.861 0.087
H -2.014 1.171 -0.578 0.100
H -0.283 0.275 2.126 0.121
H 0.570 -1.184 1.497 0.123
H 2.097 1.356 1.290 0.145
H 0.990 1.548 -1.361 0.151
```

Calculated values
LUMO energy = 0.03389 Ha
HOMO energy = -9.774 eV
net charge = 0
2S+1 = 1
HOMO-LUMO gap = 10.70 eV
SMILES string = C[C@@]1(O)C[C@H]2O[C@H]21

***

--- d ---
A structure of composition C5H8O2. Source: the Open Molecules 2025 dataset; level of theory: ωB97M-V with the def2-TZVPD basis set.

Structure (XYZ):
```
15
Properties=species:S:1:pos:R:3:lowdin_charge:R:1
C -1.933 -0.247 -0.111 -0.020
C -0.702 0.611 0.043 -0.277
O -0.223 0.692 1.411 -0.025
C 1.065 0.422 0.940 -0.227
C 1.189 -0.953 0.309 0.011
C 0.696 0.223 -0.480 -0.392
O 1.117 0.776 -1.682 0.049
H -1.733 -1.310 0.053 0.077
H -2.685 0.071 0.617 0.087
H -2.357 -0.119 -1.111 0.085
H -0.893 1.635 -0.288 0.156
H 1.934 0.935 1.343 0.157
H 2.232 -1.136 0.511 0.105
H 0.516 -1.790 0.511 0.110
H 1.778 0.189 -2.066 0.104
```

Calculated values
LUMO energy = 0.03225 Ha
HOMO energy = -8.976 eV
net charge = 0
2S+1 = 1
HOMO-LUMO gap = 9.85 eV

***

Of them, the most stable is a and the least stable is b.